The following is a quantum chemistry calculation of the molecule C14H12O3S, from OMol25.

Last column: natural (NBO) charge in e.
CARTESIAN COORDINATES (ANGSTROEM)
C  -3.79  -0.07  1.77  -0.589
C  -3.00  0.59  0.65  -0.360
C  -3.86  0.84  -0.59  0.806
O  -3.82  1.84  -1.25  -0.582
O  -4.65  -0.19  -0.88  -0.693
C  -1.85  -0.26  0.21  -0.163
C  -1.89  -1.53  -0.31  -0.279
C  -0.62  -2.04  -0.61  -0.159
C  0.40  -1.16  -0.34  -0.337
C  1.82  -1.44  -0.49  0.511
O  2.22  -2.57  -0.71  -0.534
C  2.76  -0.30  -0.33  -0.076
C  2.53  0.95  -0.91  -0.217
C  3.45  1.97  -0.75  -0.212
C  4.60  1.76  -0.01  -0.192
C  4.85  0.52  0.55  -0.215
C  3.94  -0.51  0.38  -0.179
S  -0.23  0.33  0.31  0.488
H  -4.20  -1.02  1.45  0.222
H  -3.14  -0.24  2.63  0.220
H  -4.61  0.58  2.08  0.216
H  -2.61  1.56  0.97  0.243
H  -5.16  0.00  -1.69  0.504
H  -2.81  -2.07  -0.47  0.236
H  -0.43  -3.02  -1.01  0.242
H  1.65  1.11  -1.51  0.225
H  3.26  2.93  -1.20  0.217
H  5.31  2.56  0.12  0.215
H  5.76  0.35  1.11  0.217
H  4.12  -1.49  0.80  0.227

Values from the calculation:
M in g mol⁻¹: 260.31
Energy above the lowest of the compared OMol25 structures with the same formula, charge and spin in kcal/mol: 1.4
Highest occupied orbital energy in eV: -9.07
Gap between HOMO and LUMO in eV: 8.964
SMILES: C[C@H](C(=O)O)c1ccc(C(=O)c2ccccc2)s1
LUMO level in eV: -0.104

The following is a quantum chemistry calculation of a structure of composition C43H32BaF3P2S2Sb in a non-equilibrium geometry, from OMol25.

Last column: Löwdin charge in e.
CARTESIAN COORDINATES (ANGSTROEM)
Ba  -2.24  -0.10  -3.13  1.309
S  -0.96  2.38  -2.03  0.080
P  0.74  1.27  -2.27  0.336
C  0.44  -0.25  -2.75  -0.797
P  0.57  -1.81  -2.27  0.332
S  -1.26  -2.75  -2.21  0.016
C  1.47  -2.15  -0.73  -0.350
C  0.90  -2.51  0.47  -0.116
C  1.67  -2.60  1.63  -0.084
C  3.02  -2.33  1.58  -0.089
C  3.58  -1.86  0.41  -0.073
C  2.83  -1.80  -0.75  -0.081
C  1.49  -2.85  -3.44  -0.366
C  1.76  -4.17  -3.16  -0.111
C  2.44  -4.98  -4.05  -0.083
C  2.83  -4.47  -5.27  -0.090
C  2.57  -3.13  -5.55  -0.092
C  1.92  -2.31  -4.65  -0.082
C  1.73  1.57  -0.77  -0.318
C  1.34  0.92  0.40  -0.153
C  1.96  1.12  1.60  -0.091
C  3.04  1.99  1.68  -0.074
C  3.46  2.62  0.52  -0.067
C  2.83  2.39  -0.71  -0.066
C  1.63  2.28  -3.51  -0.359
C  2.82  1.78  -4.04  -0.105
C  3.53  2.45  -5.04  -0.087
C  3.04  3.62  -5.57  -0.090
C  1.83  4.13  -5.07  -0.078
C  1.16  3.48  -4.03  -0.124
H  -0.16  -2.75  0.50  0.065
H  1.21  -2.93  2.56  0.101
H  3.62  -2.41  2.48  0.105
H  4.60  -1.55  0.37  0.102
H  3.23  -1.48  -1.69  0.103
H  1.44  -4.58  -2.21  0.109
H  2.60  -6.01  -3.75  0.106
H  3.36  -5.09  -5.99  0.103
H  2.91  -2.71  -6.50  0.102
H  1.79  -1.27  -4.88  0.085
H  0.51  0.24  0.32  0.027
H  1.65  0.59  2.50  0.108
H  3.52  2.17  2.61  0.093
H  4.37  3.21  0.56  0.100
H  3.25  2.89  -1.57  0.101
H  3.21  0.85  -3.64  0.101
H  4.47  2.01  -5.34  0.096
H  3.55  4.17  -6.36  0.101
H  1.39  5.05  -5.47  0.102
H  0.27  3.95  -3.66  0.040
F  -0.28  -1.19  7.44  0.056
C  -0.63  -0.95  6.16  -0.273
C  -0.70  0.37  5.71  0.003
C  -1.12  0.60  4.41  -0.117
C  -1.42  -0.45  3.57  -0.398
C  -1.31  -1.74  4.03  -0.141
C  -0.96  -2.03  5.35  0.001
Sb  -2.09  -0.10  1.55  1.530
C  -2.49  1.99  1.82  -0.396
C  -3.74  2.52  2.16  -0.102
C  -3.90  3.90  2.30  -0.011
C  -2.81  4.71  2.11  -0.294
F  -2.95  6.04  2.26  0.054
C  -1.57  4.24  1.77  0.004
C  -1.42  2.85  1.62  -0.149
C  -4.06  -0.91  1.84  -0.403
C  -4.73  -0.87  3.06  -0.124
C  -5.95  -1.49  3.24  -0.004
C  -6.54  -2.09  2.12  -0.281
F  -7.75  -2.67  2.26  0.059
C  -5.90  -2.17  0.90  -0.007
C  -4.61  -1.61  0.78  -0.135
H  -0.43  1.15  6.38  0.108
H  -1.19  1.64  4.10  0.094
H  -1.57  -2.54  3.38  0.094
H  -0.96  -3.03  5.75  0.114
H  -4.61  1.90  2.29  0.088
H  -4.85  4.35  2.55  0.118
H  -0.74  4.94  1.66  0.126
H  -0.43  2.49  1.34  0.075
H  -4.28  -0.36  3.91  0.109
H  -6.48  -1.47  4.19  0.124
H  -6.37  -2.61  0.03  0.116
H  -4.07  -1.66  -0.16  0.065

Values from the calculation:
M in g mol⁻¹: 990.89
Energy above the lowest of the compared OMol25 structures with the same formula, charge and spin in kcal/mol: 0.0
Highest occupied orbital energy in eV: -7.33
Gap between HOMO and LUMO in eV: 6.482
LUMO level in eV: -0.851

The following is a quantum chemistry calculation of the ion CH3ClN3S with charge +1 in a non-equilibrium geometry, from OMol25.

Last column: natural (NBO) charge in e.
CARTESIAN COORDINATES (ANGSTROEM)
H  2.88  -1.30  -0.13  0.383
N  1.94  -1.58  -0.06  -0.075
N  1.26  -0.58  -0.22  0.136
Cl  1.70  1.15  -0.15  0.224
N  -0.28  -0.71  -0.37  -0.265
C  -1.03  0.23  0.02  -0.108
S  -2.69  0.20  -0.09  0.280
H  -0.81  1.30  0.33  0.257
H  -2.97  1.29  0.67  0.168

Values from the calculation:
M in g mol⁻¹: 124.58
Total charge: +1
Energy above the lowest of the compared OMol25 structures with the same formula, charge and spin in kcal/mol: 38.0
Highest occupied orbital energy in eV: -14.74
Gap between HOMO and LUMO in eV: 8.135
SMILES: [H]/N=[N+](Cl)/N=C/S
LUMO level in eV: -6.604

- Which formula does entry 3 have?
  CH3ClN3S

- Number 2 is which compound?
  C43H32BaF3P2S2Sb

- Which value of energy above the lowest of the compared OMol25 structures with the same formula, charge and spin does entry 1 give?
  1.4 kcal/mol